Entry 1:
{
  "formula": "C6H9N",
  "method": "the ωB97M-V functional and the def2-TZVPD basis",
  "elements": ["N", "C", "C", "C", "C", "C", "C", "H", "H", "H", "H", "H", "H", "H", "H", "H"],
  "positions_angstrom": [[1.61639, 0.08126, -1.19726], [-0.08914, -0.43833, 0.56572], [-0.04183, 1.34065, -1.38361], [1.24595, 0.94469, -2.10402], [0.45008, 0.31139, -0.41924], [0.62842, -1.55566, 1.23715], [-1.46795, -0.16911, 1.05296], [1.15715, -1.22426, 2.28817], [-2.12942, -0.99800, 0.79479], [-1.57181, 0.09582, 2.16666], [-0.08268, -2.26584, 1.65423], [-1.75807, 0.87234, 0.58866], [-1.12304, 1.18858, -1.84888], [1.44646, -1.97841, 0.49969], [1.81151, 1.32440, -2.86387], [-0.09202, 2.47049, -1.03115]],
  "forces_ev_per_angstrom": [[0.909, 0.258, -0.747], [0.729, 0.782, -0.003], [-2.704, 2.940, -0.803], [-1.836, -1.142, 3.694], [-0.951, -1.549, 0.682], [2.911, 0.096, 1.069], [-0.591, 3.415, 0.522], [-0.916, -0.366, -2.687], [-0.213, 0.306, 0.023], [0.455, -0.912, -1.356], [0.016, -0.509, -0.643], [-0.145, -2.218, 0.501], [2.367, -0.013, 0.604], [-1.657, 0.467, 1.853], [1.251, 0.666, -2.227], [0.372, -2.223, -0.483]],
  "e_above_lowest_kcal_mol": 73.3,
  "homo_ev": -8.57,
  "mol_weight_g_mol": 95.14,
  "energy_ha": -288.66516,
  "charge": 0,
  "orbital_gap_ev": 9.4,
  "e_lumo_ev": 0.85
}

---

Entry 2:
{
  "formula": "C6H9N",
  "method": "the ωB97M-V functional and the def2-TZVPD basis",
  "elements": ["N", "C", "C", "C", "C", "C", "C", "H", "H", "H", "H", "H", "H", "H", "H", "H"],
  "positions_angstrom": [[-0.72880, 0.47865, 0.41320], [-0.04403, -1.55138, -0.76097], [-0.52298, 1.51076, 1.36596], [0.82468, 0.27956, -1.07145], [1.11397, -0.86006, -0.07710], [-0.21281, -0.83347, 0.59680], [-0.02259, -0.47360, -1.81401], [-0.18471, -0.50746, -2.86488], [-1.25345, 1.38914, 2.16674], [-0.64107, 2.49878, 0.90342], [1.16942, 1.30750, -1.08755], [-0.25345, -2.61093, -0.86329], [0.48933, 1.46882, 1.80579], [-0.48930, -1.37904, 1.50080], [-1.33182, 0.55232, -0.39436], [2.08760, -1.26958, 0.18089]],
  "forces_ev_per_angstrom": [[-1.438, -0.266, 0.694], [-0.076, -0.362, 0.036], [-0.321, 0.081, 0.286], [1.237, -0.401, -1.462], [0.125, 0.261, 0.445], [-0.262, 0.207, 0.126], [1.978, -0.507, -0.443], [-1.037, 0.351, -0.441], [0.085, 0.527, 0.491], [-0.043, -0.163, 0.092], [0.148, -0.210, -0.275], [0.196, 0.136, 0.091], [-0.259, -0.138, -0.241], [0.124, -0.131, -0.306], [-0.149, 0.596, 0.922], [-0.308, 0.020, -0.014]],
  "e_above_lowest_kcal_mol": 122.4,
  "homo_ev": -7.18,
  "mol_weight_g_mol": 95.14,
  "energy_ha": -288.58691,
  "charge": 0,
  "orbital_gap_ev": 8.3,
  "e_lumo_ev": 1.17
}

---

Entry 3:
{
  "formula": "C6H9N",
  "method": "the ωB97M-V functional and the def2-TZVPD basis",
  "elements": ["N", "C", "C", "C", "C", "C", "C", "H", "H", "H", "H", "H", "H", "H", "H", "H"],
  "positions_angstrom": [[-1.59208, 1.76902, 1.44241], [0.56374, -0.61131, 0.15187], [-0.72766, 0.05861, -0.35907], [1.77320, 0.32170, 0.03784], [-1.21152, 1.03181, 0.63541], [1.97403, 1.51450, 0.85952], [-1.82960, -0.95574, -0.68618], [2.67152, -0.14867, 0.52386], [2.08075, 0.45571, -1.00821], [0.73457, -1.51496, -0.44631], [-0.49147, 0.62559, -1.26963], [-1.48456, -1.62296, -1.48236], [1.38994, 1.35330, 1.79226], [-2.07722, -1.56065, 0.19171], [-2.73928, -0.45318, -1.02654], [0.41991, -0.93065, 1.19153]],
  "forces_ev_per_angstrom": [[0.379, -0.697, -0.794], [-0.006, -0.051, 0.084], [0.012, 0.012, -0.064], [-0.083, 0.238, -0.087], [-0.289, 0.647, 0.665], [-0.157, -0.395, 0.003], [-0.054, -0.066, -0.015], [0.018, 0.068, 0.040], [-0.016, -0.006, 0.146], [-0.019, 0.144, 0.060], [-0.029, -0.066, 0.119], [-0.047, 0.091, 0.128], [0.110, 0.006, -0.096], [0.041, 0.094, -0.107], [0.131, -0.072, 0.068], [0.009, 0.053, -0.151]],
  "e_above_lowest_kcal_mol": 99.3,
  "homo_ev": -8.83,
  "mol_weight_g_mol": 95.14,
  "energy_ha": -288.62377,
  "charge": 0,
  "orbital_gap_ev": 8.8,
  "e_lumo_ev": -0.07
}

---

Entry 4:
{
  "formula": "C6H9N",
  "method": "the ωB97M-V functional and the def2-TZVPD basis",
  "elements": ["N", "C", "C", "C", "C", "C", "C", "H", "H", "H", "H", "H", "H", "H", "H", "H"],
  "positions_angstrom": [[0.63806, 1.35789, 0.16510], [-0.74410, 1.35605, 0.12601], [-1.16095, 0.10478, -0.26292], [2.48984, -0.39115, 0.04964], [0.02064, -0.62748, -0.56037], [-2.44997, -0.59702, -0.00568], [1.10938, 0.12036, -0.20906], [1.18962, 2.08688, 0.58911], [-2.23445, -1.29655, 0.81552], [0.03616, -1.65015, -0.91369], [2.72601, -0.31230, 1.11993], [2.50410, -1.45807, -0.19853], [-2.79215, -1.20647, -0.84780], [3.28121, 0.10141, -0.52163], [-1.29435, 2.24631, 0.40806], [-3.24113, 0.07243, 0.33756]],
  "forces_ev_per_angstrom": [[0.119, -0.168, -0.034], [-0.119, -0.079, 0.222], [0.425, 0.344, 0.031], [0.110, 0.038, -0.075], [-0.014, -0.228, 0.222], [-0.205, -0.110, 0.071], [-0.049, -0.056, 0.045], [-0.067, -0.111, -0.211], [-0.304, 0.103, -0.143], [0.114, 0.025, 0.188], [0.027, 0.044, -0.222], [0.061, 0.244, -0.001], [-0.063, 0.231, 0.021], [-0.069, 0.046, 0.051], [0.037, -0.271, 0.036], [-0.003, -0.052, -0.199]],
  "e_above_lowest_kcal_mol": 9.9,
  "homo_ev": -7.80,
  "mol_weight_g_mol": 95.14,
  "energy_ha": -288.76623,
  "smiles": "Cc1c[nH]c(C)c1",
  "charge": 0,
  "orbital_gap_ev": 8.9,
  "e_lumo_ev": 1.05
}

---

Entry 5:
{
  "formula": "C6H9N",
  "method": "the ωB97M-V functional and the def2-TZVPD basis",
  "elements": ["N", "C", "C", "C", "C", "C", "C", "H", "H", "H", "H", "H", "H", "H", "H", "H"],
  "positions_angstrom": [[0.34613, -0.77678, 0.16389], [-0.43833, 0.56640, -1.65160], [1.86334, 0.80514, -1.01434], [-1.29358, 0.56675, -0.54508], [-1.48692, -0.56128, 1.80566], [0.73389, -0.23624, -1.15763], [-0.82768, -0.25617, 0.49715], [0.84458, -1.47066, 0.70188], [1.43243, 1.78351, -0.78116], [-0.76990, -0.56222, 2.63395], [2.56739, 0.53926, -0.22330], [2.40704, 0.89179, -1.95705], [-2.20444, 1.14883, -0.44219], [1.04954, -1.06123, -1.80580], [-2.26825, 0.17378, 2.01327], [-1.95523, -1.55088, 1.76234]],
  "forces_ev_per_angstrom": [[-0.135, 0.078, 0.095], [-0.148, -0.181, 0.392], [0.206, 0.061, 0.036], [-0.088, 0.133, -0.144], [-0.023, 0.023, -0.012], [0.079, 0.018, -0.134], [0.168, -0.098, 0.007], [-0.029, 0.209, -0.017], [0.136, -0.152, 0.002], [-0.093, 0.007, -0.176], [0.006, -0.111, -0.097], [-0.125, 0.046, 0.110], [0.029, -0.171, -0.074], [-0.161, 0.139, 0.060], [0.122, -0.126, -0.044], [0.057, 0.124, -0.005]],
  "e_above_lowest_kcal_mol": 65.3,
  "homo_ev": -7.55,
  "mol_weight_g_mol": 95.14,
  "energy_ha": -288.67793,
  "charge": 0,
  "orbital_gap_ev": 8.2,
  "e_lumo_ev": 0.63
}

---

Entry 6:
{
  "formula": "C6H9N",
  "method": "the ωB97M-V functional and the def2-TZVPD basis",
  "elements": ["N", "C", "C", "C", "C", "C", "C", "H", "H", "H", "H", "H", "H", "H", "H", "H"],
  "positions_angstrom": [[1.13183, -0.51407, 1.22611], [-1.67694, 2.07770, -1.93710], [0.09251, 0.50577, -0.78745], [1.05496, -1.91591, 1.60888], [-0.59127, 1.32954, -1.33767], [-0.12674, -1.03650, 1.72521], [1.24548, -0.14717, -0.19138], [1.59000, -0.98921, -0.80846], [1.93221, 0.70153, -0.32295], [-2.58530, 1.63301, -1.52785], [1.60843, -2.19159, 2.50471], [-0.93943, -1.20078, 1.01907], [-1.67947, 1.96249, -3.02371], [1.02512, -2.68513, 0.83613], [-1.64919, 3.14027, -1.68626], [-0.43219, -0.66997, 2.70273]],
  "forces_ev_per_angstrom": [[0.052, 0.182, -0.005], [-0.222, 0.065, -0.065], [-0.337, 0.404, -0.261], [0.114, -0.223, 0.021], [-0.121, -0.677, 0.270], [-0.283, 0.039, 0.054], [0.224, 0.162, -0.143], [-0.055, 0.145, 0.147], [0.702, -0.701, 0.500], [-0.238, 0.274, -0.219], [-0.003, 0.063, -0.216], [0.132, 0.081, 0.041], [-0.051, 0.069, 0.104], [0.064, 0.216, 0.006], [0.005, -0.105, -0.045], [0.018, 0.007, -0.189]],
  "e_above_lowest_kcal_mol": 82.5,
  "homo_ev": -8.84,
  "mol_weight_g_mol": 95.14,
  "energy_ha": -288.65049,
  "smiles": "CC#CCN1CC1",
  "charge": 0,
  "orbital_gap_ev": 9.8,
  "e_lumo_ev": 0.99
}